[1]
DFT (ωB97M-V/def2-TZVPD) results for C27H37BaBrN2O2PS3Si as an isolated structure.

Summary:
HOMO level = -3.77 eV
calculated total energy = -156089.3792 eV
relative energy (zero: lowest compared OMol25 entry of this formula, charge and spin) = 13.1 kcal/mol
gap between HOMO and LUMO = 6.017 eV
net charge = -1

Geometry (Å):
Ba -0.094766 -0.760500 0.168082
O -3.752095 3.369774 4.135194
C -2.680397 2.737218 3.605450
C -1.951128 3.262205 2.550391
C -0.936220 2.498096 2.019211
N -0.615301 1.274040 2.470678
C -1.293993 0.850479 3.506779
Br -0.825039 -0.875978 4.141634
C -2.313154 1.516472 4.143191
H -4.119430 3.957331 3.466320
H -2.218024 4.209890 2.098426
H -0.375429 2.860919 1.169343
H -2.872333 1.071961 4.952281
S -4.509727 1.676837 0.991395
C -3.235892 0.738358 0.438737
S -3.012840 -0.897678 1.003423
S -2.101763 1.383591 -0.728509
C 2.661670 0.498079 2.198085
Si 3.297119 -1.253559 1.910488
C 5.114879 -1.085578 1.391863
C 3.226440 -2.130848 3.576297
N 2.327945 -1.985927 0.703943
C 2.676256 -3.192060 0.163325
C 3.759015 -4.012654 0.584899
C 4.069869 -5.230514 -0.006060
C 3.324642 -5.715766 -1.070170
C 2.261209 -4.941631 -1.530677
C 1.961259 -3.736209 -0.932911
O 0.903309 -2.943207 -1.431985
C -0.211201 -3.621898 -1.892791
C -1.187047 -4.003490 -0.988055
C -2.367469 -4.571001 -1.447632
C -2.556691 -4.782286 -2.807205
C -1.554214 -4.431522 -3.704910
C -0.378035 -3.851587 -3.248127
H 3.401160 1.060635 2.779091
H 1.715610 0.529723 2.753467
H 2.524752 1.056734 1.259779
H 5.798088 -1.572366 2.097553
H 5.400507 -0.029942 1.328762
H 5.278232 -1.537269 0.406749
H 4.002207 -1.765588 4.259976
H 3.350262 -3.213729 3.468659
H 2.253239 -1.951526 4.046026
H 4.365431 -3.677134 1.420259
H 4.904879 -5.805364 0.379959
H 3.553083 -6.666333 -1.533885
H 1.653720 -5.288271 -2.357952
H -1.025255 -3.855160 0.074316
H -3.143846 -4.830549 -0.739537
H -3.482206 -5.214645 -3.165910
H -1.691575 -4.600298 -4.766201
H 0.413885 -3.573461 -3.928003
C -0.321154 2.703268 -4.911475
C -0.258397 2.178022 -3.478557
P 0.246482 0.422139 -3.223727
C 1.765868 0.337461 -4.275189
C 2.589906 -0.920555 -3.988672
C -0.936463 -0.498375 -4.315919
C -2.309503 -0.810673 -3.711680
H -0.638963 3.749993 -4.923878
H -1.039074 2.143154 -5.512983
H 0.649616 2.647293 -5.411610
H -1.231366 2.290873 -2.983921
H 0.443311 2.774994 -2.888858
H 2.363362 1.228669 -4.057629
H 1.488857 0.392706 -5.334899
H 2.925531 -0.946043 -2.951023
H 2.005862 -1.822135 -4.144665
H 3.467597 -0.980951 -4.634346
H -0.420344 -1.427215 -4.579297
H -1.051265 0.052727 -5.252835
H -2.230037 -1.418792 -2.818889
H -2.927194 -1.360468 -4.425844
H -2.839628 0.090894 -3.413617

Atoms 1-6, force components in eV/Å:
Ba 0.134 0.217 0.039
O 0.057 -0.009 0.069
C -0.155 -0.008 0.128
C 0.137 0.075 -0.209
C -0.003 -0.040 0.016
N 0.196 0.329 -0.315



[2]
DFT (ωB97M-V/def2-TZVPD) results for C27H37CoF5O3SSiTe as an isolated structure in a non-equilibrium geometry.

Summary:
HOMO level (alpha / beta) = -8.95 / -8.94 eV
calculated total energy = -111965.6855 eV
relative energy (zero: lowest compared OMol25 entry of this formula, charge and spin) = 0.0 kcal/mol
gap between HOMO and LUMO (alpha / beta) = 7.539 / 8.248 eV
2S+1 = 2

Geometry (Å):
Co -1.010738 0.588887 -1.480945
C -3.947904 2.756324 -1.145027
C -3.499424 1.336977 -0.980840
C -3.165079 0.562255 -2.091597
C -2.720147 -0.781578 -1.957794
C -2.524327 -1.660300 -3.163450
C -2.536308 -1.269992 -0.668042
C -2.912332 -0.514236 0.467246
C -2.830935 -1.086089 1.847899
C -3.389448 0.771695 0.291959
H -4.940802 2.892081 -0.713754
H -3.976193 3.049007 -2.192243
H -3.262235 3.426960 -0.624202
H -3.321485 0.967584 -3.083949
H -3.297185 -2.430505 -3.176571
H -1.555509 -2.163775 -3.140437
H -2.598072 -1.080659 -4.080992
H -2.177526 -2.280697 -0.525305
H -3.818862 -1.055624 2.312032
H -2.159577 -0.482479 2.460919
H -2.466237 -2.110773 1.849736
H -3.661851 1.357425 1.162175
C 3.036504 -0.775628 -4.013810
S 1.483027 -0.900368 -3.131897
C 0.417126 -0.126650 -4.389944
O 1.104775 -2.342415 -3.081384
H 2.973914 -1.344852 -4.941406
H 3.796340 -1.204558 -3.363093
H 3.263056 0.273445 -4.207070
H 1.003412 0.519345 -5.040078
H -0.314900 1.556953 -3.846612
H -0.021322 -0.962729 -4.938084
C 3.155532 -1.627141 0.381696
C 2.911591 -0.297336 1.118193
C 3.414881 -0.445697 2.559965
C 3.777170 0.760427 0.426757
Si 1.033147 0.041636 1.129791
O 0.444878 0.370990 -0.347947
C 0.395969 1.309764 2.368471
C 0.726201 1.347530 3.727164
C 0.135942 2.254852 4.595904
C -0.805448 3.158579 4.126033
C -1.139222 3.153658 2.779876
C -0.542844 2.243855 1.919128
C 0.314158 -1.636854 1.640226
C 0.135485 -2.044711 2.963281
C -0.312362 -3.318656 3.283747
C -0.599174 -4.227242 2.273730
C -0.428309 -3.850240 0.948082
C 0.026155 -2.574213 0.644000
H 4.233689 -1.783007 0.274499
H 2.713084 -1.632201 -0.620680
H 2.747410 -2.482486 0.919086
H 4.452055 -0.797720 2.545733
H 2.835771 -1.174780 3.132622
H 3.404431 0.507406 3.089781
H 4.810963 0.400731 0.380260
H 3.766517 1.719210 0.942843
H 3.474576 0.940991 -0.610966
H 1.453178 0.654605 4.131312
H 0.416205 2.258436 5.641826
H -1.263454 3.870307 4.801091
H -1.853751 3.873016 2.396727
H -0.784231 2.286209 0.864396
H 0.328158 -1.346866 3.771914
H -0.437897 -3.604505 4.320817
H -0.945509 -5.223799 2.517300
H -0.634171 -4.555154 0.151287
H 0.174818 -2.308477 -0.399069
F 3.289686 3.003346 -2.370191
Te 1.558350 2.449413 -1.813441
F 1.799741 2.931945 0.026490
F 1.130997 4.257892 -1.901201
F -0.682786 2.397216 -1.610535
F 1.006303 2.632722 -3.776166
O -0.607640 0.621317 -3.757269

Atoms 1-6, force components in eV/Å:
Co -0.311 -0.472 0.940
C 0.034 0.032 0.016
C 0.075 0.063 0.091
C -0.105 -0.444 -0.416
C -0.522 0.285 -0.225
C 0.043 -0.029 0.037



[3]
DFT (ωB97M-V/def2-TZVPD) results for a 6-piece molecular cluster, C27H37F15N9O14S3 overall in a non-equilibrium geometry.

Summary:
HOMO level = -10.44 eV
calculated total energy = -143917.1706 eV
gap between HOMO and LUMO = 6.390 eV
net charge = +1

Geometry (Å):
C 5.210680 -5.537271 2.613235
C 4.220473 -5.395552 1.471284
O 4.189149 -4.058730 0.914162
C 3.401488 -4.186475 -0.245336
C 2.483884 -2.939229 -0.508975
O 2.414675 -1.891849 0.513421
C 1.200171 -1.436886 0.483896
C 0.198217 -1.741920 1.316212
C 0.514737 -2.693813 2.439291
C 1.227435 -1.948255 3.588328
F 1.302148 -3.723473 1.974456
N -0.937572 -1.077319 0.920560
S -2.414057 -1.269954 1.767501
O -2.659371 -2.652532 1.793662
O -3.500184 -0.580296 1.210497
C -2.301442 -0.754359 3.567095
F -3.556896 -0.704603 3.960587
F -1.715524 -1.659531 4.311999
C -1.612899 0.634943 3.813604
F -0.435941 0.382205 4.383462
F -1.339402 1.254491 2.655750
C -2.361962 1.585859 4.781376
F -1.481068 2.549354 5.086837
F -2.648037 1.002446 5.924091
C -3.622752 2.308714 4.178987
F -4.637039 2.085736 5.003806
F -3.469678 3.605123 4.126729
F -3.970209 1.844503 2.991153
C -0.623457 -0.360794 -0.189718
C -1.571127 0.503798 -1.001598
F -2.693210 -0.119314 -1.292973
F -1.020947 0.784271 -2.189912
C -1.868782 1.915844 -0.353304
F -2.935451 1.918715 0.391275
F -2.113596 2.742386 -1.363991
F -0.800354 2.392721 0.257440
N 0.624057 -0.557497 -0.433407
C 1.492126 -0.062613 -1.522203
C 1.873476 1.422230 -1.401688
C 2.368077 1.892371 -2.790329
S 2.457565 3.705652 -2.689687
C 1.554865 4.261598 -4.093703
S 1.158553 3.357332 -5.368065
N 1.202697 5.624449 -4.028862
C 0.320701 6.099583 -3.132081
C 0.356419 7.477835 -3.441359
N 1.215631 7.680396 -4.438428
C 1.721913 6.574967 -4.811503
H 4.744336 -5.187434 3.524210
H 6.110495 -4.979820 2.390999
H 5.440721 -6.600766 2.676831
H 4.497847 -6.082309 0.666877
H 3.213133 -5.589512 1.852435
H 2.749010 -5.048222 -0.108021
H 4.075921 -4.328980 -1.093097
H 2.832060 -2.513513 -1.453274
H 1.501870 -3.367228 -0.710727
H -0.396715 -3.195076 2.767553
H 1.291869 -0.893132 3.325802
H 2.229373 -2.298680 3.761560
H 0.672957 -2.030331 4.519663
H 0.941461 -0.198473 -2.450158
H 2.397482 -0.646034 -1.638014
H 2.660145 1.550234 -0.660166
H 0.975471 1.998483 -1.204853
H 3.322824 1.454878 -3.069702
H 1.595294 1.631785 -3.514031
H -0.211968 5.552697 -2.381919
H -0.207507 8.232959 -2.929009
H 2.456910 6.420623 -5.574247
C -1.411822 -5.473550 -0.515003
N -0.160672 -6.230183 -0.237205
O 0.873351 -5.590829 -0.133059
O -0.256152 -7.429878 -0.133235
H -1.171149 -4.419089 -0.581894
H -1.811727 -5.836625 -1.453353
H -2.099863 -5.662631 0.304626
C -3.836842 4.516674 -4.158010
N -3.297158 5.782563 -4.727215
O -2.711583 6.532626 -3.967444
O -3.477870 5.977456 -5.908923
H -3.599316 4.484336 -3.103073
H -4.911352 4.518915 -4.312543
H -3.365536 3.693651 -4.689846
C -0.484927 -6.731577 -4.881889
N -1.325934 -5.618023 -4.359457
O -0.871427 -4.940181 -3.448722
O -2.407042 -5.458604 -4.872663
H 0.446959 -6.750918 -4.328914
H -1.040597 -7.653849 -4.740282
H -0.308228 -6.539372 -5.935882
C 4.523914 0.710996 5.855201
N 4.526485 -0.344998 4.804336
O 3.499970 -1.002821 4.664632
O 5.539221 -0.470242 4.164874
H 3.556670 0.711313 6.344050
H 5.315288 0.471899 6.559365
H 4.711936 1.660663 5.363313
C -4.511599 6.459788 0.275229
N -5.227107 5.729692 -0.806771
O -6.389318 5.999377 -0.995315
O -4.583535 4.903879 -1.434341
H -5.202773 7.153530 0.738946
H -4.161911 5.721610 0.991207
H -3.679525 6.987001 -0.183023

Atoms 1-6, force components in eV/Å:
C -0.528 0.034 -0.672
C 0.421 0.545 0.456
O -0.062 -0.605 0.288
C -0.151 1.003 0.811
C 1.178 -1.398 -1.185
O 0.754 -0.447 -1.188



- What is the formula in the third record?
  C27H37F15N9O14S3



- calculated total energy of number 2 (C27H37CoF5O3SSiTe)?
  -111965.6855 eV



- Number 3 is which compound?
  C27H37F15N9O14S3